ORCA calculation (ωB97M-V with the def2-TZVPD basis set) on C59H70CrGe2N6O2S5 as an isolated structure at a distorted geometry.

Values from the calculation:
<S²>: 8.77
Spin multiplicity: 6
HOMO-LUMO gap (spin up / spin down) (eV): 8.36 / 6.24
HOMO energy (spin up / spin down) (eV): -10.053 / -10.323
Net charge: +1

Structure (XYZ):
```
145
C59H70CrGe2N6O2S5 | the OMol25 dataset | ωB97M-V with the def2-TZVPD basis set
Cr 0.10 -0.07 0.08
C -1.01 1.26 5.15
C -0.59 -0.12 4.66
S 0.36 -0.12 3.11
C 2.00 -0.67 3.62
C 2.91 0.39 4.23
S 3.15 1.85 3.18
C 2.39 3.19 4.13
C 0.88 3.18 4.28
S 0.34 2.28 5.78
H -1.71 1.14 5.98
H -1.53 1.80 4.36
H -1.47 -0.74 4.51
H 0.04 -0.60 5.41
H 2.45 -1.10 2.71
H 1.89 -1.51 4.31
H 3.89 -0.06 4.42
H 2.51 0.73 5.18
H 2.70 4.08 3.59
H 2.88 3.22 5.11
H 0.41 2.72 3.42
H 0.52 4.20 4.37
S -0.88 0.32 -4.92
C -0.84 0.37 -3.20
N 0.26 0.77 -2.65
C 1.19 1.10 -3.63
C 2.48 1.59 -3.41
C 3.29 1.86 -4.50
C 2.83 1.65 -5.81
C 1.56 1.18 -6.04
C 0.74 0.91 -4.94
H -1.70 0.04 -2.63
H 2.83 1.80 -2.41
H 4.29 2.24 -4.34
H 3.48 1.86 -6.64
H 1.20 1.02 -7.05
O -2.03 1.87 1.89
C -2.59 1.08 1.14
N -3.94 0.97 0.99
C -4.30 0.11 -0.12
C -2.90 -0.44 -0.46
O -2.68 -1.29 -1.31
N -1.95 0.18 0.29
C -5.31 -0.97 0.28
C -5.57 -2.03 -0.59
C -6.56 -2.95 -0.29
C -7.30 -2.83 0.87
C -7.04 -1.78 1.75
C -6.04 -0.86 1.45
C -4.87 0.89 -1.31
C -5.74 1.95 -1.06
C -6.33 2.65 -2.11
C -6.06 2.28 -3.42
C -5.21 1.22 -3.67
C -4.62 0.53 -2.63
H -4.53 1.67 1.39
H -5.00 -2.12 -1.51
H -6.75 -3.77 -0.97
H -8.08 -3.54 1.10
H -7.61 -1.68 2.66
H -5.83 -0.07 2.15
H -5.99 2.24 -0.05
H -7.00 3.47 -1.90
H -6.53 2.82 -4.24
H -5.01 0.92 -4.69
H -3.99 -0.32 -2.84
C 5.01 -2.65 -0.53
C 4.46 -1.24 -0.30
C 5.05 -0.67 0.99
C 4.80 -0.35 -1.49
N 2.99 -1.40 -0.22
N 2.24 -0.18 -0.17
H 6.10 -2.62 -0.57
H 4.64 -3.05 -1.48
H 4.71 -3.32 0.27
H 6.13 -0.54 0.88
H 4.87 -1.34 1.83
H 4.65 0.32 1.23
H 5.86 -0.44 -1.73
H 4.61 0.70 -1.28
H 4.23 -0.65 -2.37
H 2.74 -1.94 0.60
H 2.35 0.25 -1.09
H 2.61 0.49 0.52
N 0.43 1.99 0.35
S 0.95 3.11 -0.64
C 1.42 4.54 0.30
C 0.49 5.23 1.07
C 0.90 6.35 1.78
C 2.22 6.78 1.70
C 3.14 6.08 0.93
C 2.74 4.95 0.23
C -0.43 3.83 -1.53
C -1.71 3.37 -1.31
C -2.76 3.93 -2.03
C -2.50 4.92 -2.96
C -1.21 5.37 -3.18
C -0.16 4.83 -2.46
H -0.24 2.32 1.05
H -0.54 4.90 1.12
H 0.19 6.90 2.38
H 2.54 7.66 2.25
H 4.17 6.42 0.87
H 3.45 4.40 -0.38
H -1.88 2.57 -0.60
H -3.76 3.58 -1.87
H -3.32 5.35 -3.52
H -1.01 6.14 -3.91
H 0.86 5.17 -2.62
C 1.55 -2.69 -2.96
Ge 0.07 -3.58 -2.06
C -1.56 -3.36 -3.12
C 0.46 -5.49 -1.88
Ge -0.36 -2.65 0.22
C -2.09 -3.24 0.90
C -2.69 -4.38 0.37
C -3.84 -4.91 0.95
C -4.41 -4.29 2.05
C -3.84 -3.14 2.57
C -2.68 -2.62 2.00
C 0.85 -3.51 1.54
C 1.98 -4.20 1.09
C 2.75 -4.97 1.95
C 2.41 -5.05 3.29
C 1.29 -4.36 3.76
C 0.52 -3.61 2.89
H 1.59 -3.04 -3.99
H 2.50 -2.91 -2.46
H 1.40 -1.61 -2.96
H -1.54 -4.09 -3.92
H -1.58 -2.36 -3.55
H -2.46 -3.48 -2.53
H 0.49 -5.90 -2.89
H -0.32 -6.02 -1.32
H 1.41 -5.68 -1.39
H -2.27 -4.88 -0.49
H -4.29 -5.80 0.54
H -5.31 -4.70 2.50
H -4.29 -2.64 3.42
H -2.25 -1.72 2.41
H 2.27 -4.13 0.04
H 3.61 -5.51 1.57
H 3.00 -5.65 3.97
H 1.02 -4.43 4.80
H -0.35 -3.10 3.28
```